Entry 1:
Below is a structure of composition C34H54N4OP2SY in a non-equilibrium geometry, with properties calculated with wB97M-V/def2-TZVPD.

Properties
Relative energy (zero: lowest compared OMol25 entry of this formula, charge and spin) = 11.37 kcal/mol
Frontier orbital gap = 0.2649 Eh
Net charge = +1

XYZ file:
```
97
Properties=species:S:1:pos:R:3:forces:R:3:lowdin_charge:R:1
Y 0.179 0.116 0.062 0.67 2.06 1.05 1.091
C 1.117 -0.485 -3.896 -0.11 -0.13 0.13 -0.095
C 2.117 -1.373 -3.147 -0.05 0.11 0.28 -0.524
C 3.428 -0.643 -2.861 -0.05 -0.04 0.04 -0.115
P 1.341 -1.853 -1.526 0.51 -1.26 -0.98 1.047
C 2.396 -3.272 -0.871 -0.14 0.27 0.07 -0.523
C 3.083 -4.171 -1.896 0.02 0.27 0.06 -0.101
C 1.496 -4.107 0.038 0.08 0.20 0.03 -0.115
C -0.228 -2.631 -2.009 -0.20 0.36 0.31 -0.311
C -0.261 -3.618 -2.996 -0.24 -0.04 0.08 -0.062
C -1.409 -4.331 -3.283 0.08 -0.09 -0.03 -0.278
C -1.450 -5.382 -4.350 -0.06 0.07 -0.04 -0.049
C -2.549 -4.053 -2.525 0.25 0.01 -0.15 -0.026
C -2.552 -3.060 -1.581 0.00 0.10 0.22 -0.019
C -1.414 -2.274 -1.311 0.11 -1.01 -0.64 -0.302
N -1.431 -1.290 -0.356 0.00 -0.36 -0.30 -0.198
C -2.650 -0.785 0.096 -0.51 0.16 0.57 -0.381
C -3.729 -0.459 -0.734 0.18 0.11 0.01 -0.051
C -4.892 0.066 -0.208 0.13 -0.08 0.04 -0.021
C -5.029 0.301 1.157 0.08 -0.07 0.13 -0.270
C -6.291 0.885 1.714 0.05 0.07 -0.01 -0.045
C -3.953 0.010 1.987 -0.08 0.10 -0.11 -0.048
C -2.778 -0.534 1.484 0.47 0.10 -0.39 -0.312
P -1.251 -0.896 2.429 -0.79 -0.83 0.65 1.057
C -1.628 -0.284 4.178 0.28 0.06 -0.43 -0.532
C -0.319 -0.034 4.931 -0.13 0.10 -0.12 -0.123
C -2.553 -1.142 5.031 -0.10 0.15 -0.16 -0.107
C -1.269 -2.777 2.450 0.15 0.25 -0.06 -0.530
C -0.112 -3.301 3.301 -0.11 0.11 -0.18 -0.123
C -2.590 -3.464 2.782 0.10 0.08 -0.15 -0.091
H 1.622 0.266 -4.500 0.11 0.05 -0.10 0.081
H 0.478 -1.080 -4.543 -0.10 0.01 -0.02 0.083
H 0.462 0.034 -3.192 -0.08 0.11 -0.11 0.035
H 2.318 -2.279 -3.732 -0.04 0.13 0.16 0.101
H 3.242 0.198 -2.191 0.06 0.01 -0.02 0.041
H 4.158 -1.300 -2.390 0.10 -0.02 0.02 0.067
H 3.858 -0.259 -3.787 0.07 -0.03 -0.04 0.086
H 3.170 -2.779 -0.262 -0.12 -0.09 -0.09 0.095
H 2.355 -4.674 -2.525 -0.07 -0.08 -0.08 0.069
H 3.780 -3.626 -2.530 0.03 0.00 -0.05 0.066
H 3.647 -4.940 -1.368 0.04 -0.05 0.01 0.087
H 0.820 -4.706 -0.570 -0.10 -0.02 0.06 0.086
H 2.079 -4.775 0.669 0.08 -0.04 0.05 0.088
H 0.894 -3.457 0.678 -0.07 -0.11 0.12 0.039
H 0.641 -3.839 -3.552 0.05 -0.03 -0.04 0.100
H -0.456 -5.590 -4.740 0.06 -0.07 -0.03 0.075
H -1.879 -6.306 -3.964 0.03 -0.08 -0.04 0.082
H -2.074 -5.049 -5.178 -0.03 -0.07 -0.11 0.084
H -3.446 -4.632 -2.692 -0.12 -0.06 0.00 0.120
H -3.444 -2.888 -1.000 -0.11 -0.01 -0.02 0.109
H -3.638 -0.604 -1.802 0.01 -0.03 -0.03 0.121
H -5.711 0.303 -0.872 -0.09 0.03 -0.06 0.119
H -7.138 0.641 1.080 -0.12 0.02 -0.01 0.079
H -6.491 0.518 2.718 -0.04 -0.02 0.07 0.080
H -6.205 1.970 1.765 -0.10 0.10 0.02 0.086
H -4.053 0.212 3.044 -0.01 0.00 0.11 0.099
H -2.111 0.691 4.015 0.06 -0.11 -0.04 0.097
H 0.189 -0.969 5.158 0.08 -0.11 0.01 0.072
H 0.358 0.590 4.348 0.11 0.06 0.03 0.031
H -0.524 0.470 5.876 0.04 0.02 0.05 0.087
H -2.057 -2.056 5.342 0.03 -0.15 0.00 0.068
H -2.823 -0.599 5.936 -0.02 0.08 0.10 0.088
H -3.469 -1.397 4.508 -0.11 -0.10 0.01 0.066
H -1.052 -2.998 1.395 -0.03 0.11 0.22 0.070
H -0.349 -3.246 4.361 0.02 0.02 0.13 0.066
H 0.088 -4.344 3.061 0.06 -0.08 0.02 0.083
H 0.796 -2.722 3.120 0.12 -0.09 0.04 0.058
H -2.770 -3.514 3.851 -0.06 0.01 0.08 0.061
H -3.424 -2.957 2.298 -0.10 -0.04 0.03 0.073
H -2.557 -4.486 2.407 -0.03 -0.11 -0.03 0.086
O 1.623 1.498 -1.095 -0.12 -0.18 0.23 -0.319
N 1.309 2.313 -2.089 -0.46 0.44 -0.47 -0.204
C 2.302 2.896 -2.786 0.55 0.15 -0.27 -0.026
C 2.055 3.724 -3.853 -0.07 -0.14 0.13 -0.042
C 0.732 3.979 -4.216 0.00 -0.14 0.22 -0.046
C -0.275 3.413 -3.476 0.24 0.00 -0.07 -0.078
C 0.003 2.563 -2.397 -0.04 -0.04 0.31 -0.655
S -1.253 1.845 -1.482 -0.22 -0.13 -0.18 0.701
H 3.302 2.656 -2.453 -0.10 -0.06 0.05 0.138
H 2.875 4.160 -4.400 0.12 -0.03 0.06 0.113
H 0.508 4.610 -5.058 -0.05 0.12 -0.11 0.116
H -1.314 3.589 -3.695 -0.12 0.03 -0.06 0.108
N 2.213 0.130 1.680 0.19 -0.24 -0.07 -0.043
C 2.940 1.416 1.747 0.23 0.36 0.17 -0.247
C 2.148 2.491 2.492 -0.09 -0.07 -0.45 -0.177
C 0.982 3.091 1.711 0.19 0.20 0.19 -0.243
N -0.140 2.145 1.579 -0.39 0.21 0.12 -0.068
H 1.999 -0.144 2.640 -0.13 -0.11 -0.25 0.072
H 2.870 -0.574 1.336 -0.16 0.04 0.09 0.084
H 3.131 1.746 0.722 0.03 -0.03 0.12 0.099
H 3.907 1.287 2.255 -0.18 -0.03 -0.14 0.120
H 2.834 3.305 2.728 0.03 -0.02 0.10 0.120
H 1.773 2.092 3.439 0.10 0.03 0.12 0.099
H 1.318 3.362 0.706 -0.06 -0.01 0.05 0.108
H 0.656 4.010 2.219 0.05 -0.13 -0.13 0.122
H -0.901 2.631 1.092 0.18 -0.25 0.11 0.054
H -0.498 1.938 2.514 0.08 0.00 -0.19 0.066
```
Forces are in eV/Å.

---

Entry 2:
Below is a structure of composition C34H55B2Br27F3N4O3 in a non-equilibrium geometry, with properties calculated with wB97M-V/def2-TZVPD.

Properties
Frontier orbital gap = 0.2373 Eh
Net charge = +1

XYZ file:
```
128
Properties=species:S:1:pos:R:3:forces:R:3:lowdin_charge:R:1
C 5.040 -1.724 1.282 0.06 0.01 -0.40 -0.094
C 3.820 -2.086 0.449 0.52 -0.45 -0.30 -0.257
O 3.030 -0.903 0.171 0.29 0.38 -0.40 0.057
B 2.265 -0.912 -0.942 -0.22 -0.86 0.33 -0.734
O 1.621 -2.033 -1.394 -0.41 0.64 -0.02 0.204
N 2.004 0.294 -1.768 0.56 0.01 0.27 0.315
C 2.766 1.379 -1.891 -1.11 0.44 0.34 -0.282
N 2.292 2.363 -2.695 1.47 -1.00 -0.79 0.275
B 3.255 3.404 -3.205 0.50 0.48 -0.17 -0.507
O 3.425 3.364 -4.573 -0.37 -0.94 0.46 0.164
C 3.953 4.516 -2.360 -0.11 0.34 -0.03 -0.114
C 2.884 5.564 -1.875 0.34 -0.48 -0.31 -0.070
N 3.943 1.535 -1.196 -0.29 0.20 -0.09 -0.067
C 3.923 2.044 0.173 0.11 0.68 0.70 -0.129
C 2.740 2.960 0.530 -0.05 -0.60 0.32 -0.161
C 1.584 2.263 1.258 -0.93 0.78 -0.10 -0.183
C 0.360 3.203 1.243 0.05 0.71 -0.46 -0.183
C -0.360 3.214 -0.133 0.37 -0.87 0.41 -0.198
C -1.720 2.507 -0.098 -0.17 0.24 -0.36 -0.205
C -2.920 3.439 0.177 0.39 0.36 -0.31 -0.204
C -4.123 3.190 -0.745 -0.10 -0.48 0.54 -0.185
C -5.011 1.973 -0.346 0.26 0.17 0.14 -0.179
C -4.497 1.201 0.869 -0.85 -0.14 -0.44 -0.212
C -5.392 0.006 1.238 1.11 -0.05 0.38 -0.177
C -5.203 -0.347 2.738 -0.08 -0.03 -1.38 -0.247
N -3.827 -0.102 3.194 -0.70 -0.08 0.48 -0.120
C -3.635 0.872 4.135 1.24 0.56 -0.06 -0.233
C -2.295 1.002 4.387 0.05 -0.27 -0.12 -0.087
C -1.664 0.027 3.601 1.06 -0.51 -0.63 -0.128
C -2.585 -0.667 2.848 -0.79 1.32 0.97 -0.164
C 5.178 0.915 -1.657 0.28 -0.29 0.14 -0.105
C 5.199 0.438 -3.112 0.83 -0.48 -0.54 -0.065
C 4.805 -0.996 -3.304 -0.47 0.67 -0.49 -0.213
F 5.603 -1.937 -2.782 -0.35 0.02 0.67 0.107
C 3.717 -1.340 -3.983 0.32 -0.54 0.32 -0.318
F 3.144 -0.547 -4.873 -0.52 0.30 0.43 0.129
F 3.087 -2.487 -3.878 0.32 -0.20 -0.57 0.177
H 5.334 -2.561 1.914 -0.14 0.20 -0.06 0.001
H 4.877 -0.833 1.887 -0.12 -0.16 0.21 0.070
H 5.884 -1.518 0.620 0.02 0.10 0.07 0.072
H 4.165 -2.497 -0.503 -0.09 0.00 -0.06 0.119
H 3.228 -2.877 0.912 -0.12 0.38 0.03 0.046
H 1.280 -2.561 -0.662 0.23 -0.35 -0.08 0.126
H 1.135 0.275 -2.289 0.01 0.02 -0.04 0.174
H 1.851 1.903 -3.496 -0.72 0.50 0.12 0.154
H 4.342 3.195 -4.815 0.04 0.66 -0.32 0.119
H 4.564 4.163 -1.529 -0.18 -0.10 0.10 0.090
H 4.630 5.055 -3.024 0.12 -0.17 0.00 0.104
H 1.870 5.204 -2.057 -0.08 0.09 0.27 0.066
H 3.000 6.482 -2.444 -0.03 0.06 0.09 0.080
H 3.030 5.769 -0.818 -0.22 0.10 0.01 0.074
H 3.971 1.264 0.939 0.00 -0.30 -0.31 0.115
H 4.836 2.635 0.303 0.09 -0.10 -0.27 0.125
H 3.130 3.717 1.213 -0.05 0.12 -0.11 0.129
H 2.336 3.486 -0.334 0.17 0.03 -0.12 0.080
H 1.264 1.344 0.756 0.28 -0.21 0.21 0.102
H 1.824 2.074 2.304 0.30 -0.37 -0.12 0.118
H -0.347 2.972 2.040 0.02 -0.15 -0.01 0.108
H 0.712 4.224 1.425 0.05 -0.07 0.29 0.110
H 0.280 2.631 -0.808 0.01 0.14 -0.14 0.075
H -0.418 4.214 -0.565 -0.18 0.02 0.07 0.107
H -1.887 2.053 -1.082 -0.05 -0.06 0.03 0.106
H -1.675 1.684 0.619 0.03 0.03 0.01 0.094
H -2.580 4.461 -0.022 -0.02 0.01 0.03 0.105
H -3.201 3.429 1.231 -0.03 -0.03 -0.03 0.104
H -4.745 4.086 -0.746 0.04 0.02 -0.15 0.104
H -3.746 3.026 -1.757 -0.02 0.24 -0.05 0.100
H -5.098 1.291 -1.195 -0.16 0.01 0.02 0.112
H -6.011 2.344 -0.105 -0.08 -0.15 -0.14 0.098
H -4.458 1.886 1.717 0.24 -0.09 0.02 0.111
H -3.511 0.794 0.649 0.10 0.27 0.29 0.094
H -5.036 -0.849 0.662 -0.40 0.01 -0.27 0.062
H -6.440 0.196 1.017 -0.07 -0.09 0.06 0.065
H -5.904 0.273 3.286 0.34 0.16 0.40 0.085
H -5.472 -1.381 2.912 -0.21 0.06 0.21 0.029
H -4.374 1.487 4.611 -0.57 -0.19 -0.50 0.079
H -1.801 1.695 5.046 -0.15 0.01 0.10 0.099
H -0.599 -0.151 3.551 -0.02 -0.06 0.05 0.068
H -2.406 -1.481 2.162 -0.23 0.46 0.08 -0.011
H 5.449 0.066 -1.016 -0.13 -0.02 0.04 0.119
H 5.992 1.633 -1.524 -0.17 0.18 0.00 0.135
H 6.234 0.531 -3.457 -0.03 0.12 0.02 0.140
H 4.602 1.037 -3.800 -0.05 0.12 0.14 0.107
C 7.912 -2.496 4.242 0.03 -0.06 0.00 -1.600
Br 6.101 -3.141 4.361 0.09 -0.09 0.28 0.616
Br 7.973 -0.689 3.571 -0.01 -0.01 0.02 0.594
Br 8.825 -2.656 5.924 -0.05 0.06 -0.02 0.622
H 8.432 -3.120 3.530 0.00 0.01 0.00 -0.026
C -6.875 -0.503 7.368 -0.03 -0.10 -0.04 -1.618
Br -8.356 -1.635 6.883 0.05 0.05 0.00 0.576
Br -5.529 -0.458 5.985 -0.30 -0.20 0.62 0.728
Br -7.458 1.273 7.826 0.01 -0.03 -0.03 0.581
H -6.422 -0.930 8.252 0.01 0.00 -0.01 -0.030
C -4.659 -4.785 1.096 -0.08 -0.01 -0.07 -1.589
Br -4.079 -3.108 1.853 -0.02 -1.18 -0.24 0.755
Br -4.944 -6.123 2.445 0.01 0.08 -0.01 0.604
Br -6.215 -4.522 -0.006 -0.01 -0.07 -0.02 0.578
H -3.862 -5.139 0.458 -0.01 0.00 -0.02 -0.027
C -8.659 -6.654 -2.864 0.02 -0.06 0.02 -1.654
Br -8.927 -4.766 -2.586 -0.01 0.02 0.00 0.527
Br -9.542 -7.697 -1.513 0.01 0.04 -0.03 0.580
Br -9.179 -7.186 -4.636 0.00 0.03 0.05 0.584
H -7.599 -6.840 -2.770 0.00 0.02 0.00 -0.034
C 0.718 -3.428 4.087 -0.14 -0.05 0.20 -1.593
Br 1.797 -2.301 2.951 -0.17 0.07 0.19 0.680
Br 0.439 -2.624 5.808 0.03 0.00 -0.08 0.612
Br -0.947 -3.885 3.240 0.12 0.00 0.02 0.605
H 1.268 -4.345 4.244 0.04 0.02 -0.04 -0.026
C 5.929 0.125 6.769 0.05 -0.04 0.00 -1.667
Br 6.643 1.859 7.188 -0.02 -0.04 -0.02 0.587
Br 5.373 -0.825 8.344 0.00 0.02 -0.05 0.587
Br 4.508 0.238 5.472 -0.08 0.03 -0.01 0.514
H 6.727 -0.448 6.316 -0.01 0.01 -0.01 -0.108
C 0.834 -1.175 -7.302 0.02 -0.14 0.00 -1.656
Br -0.596 -2.307 -7.902 0.04 0.06 0.00 0.598
Br 2.216 -1.005 -8.628 0.00 0.01 -0.01 0.580
Br 0.186 0.550 -6.733 0.02 0.02 0.04 0.561
H 1.277 -1.649 -6.439 -0.01 0.02 0.01 -0.054
C 3.978 -4.360 -10.288 0.01 0.02 0.02 -1.668
Br 5.249 -5.794 -10.456 -0.04 0.03 -0.01 0.581
Br 3.948 -3.243 -11.855 -0.01 -0.01 0.03 0.567
Br 2.222 -5.011 -9.850 0.00 0.01 0.00 0.554
H 4.302 -3.741 -9.464 -0.01 0.00 0.00 -0.046
C -10.026 0.613 -0.016 -0.03 0.00 -0.02 -1.639
Br -9.315 0.599 1.773 -0.01 -0.02 -0.02 0.588
Br -9.577 2.235 -0.948 0.03 -0.04 0.03 0.575
Br -9.501 -0.948 -1.017 0.05 0.05 0.07 0.556
H -11.102 0.582 0.075 0.00 0.00 -0.01 -0.030
```
Forces are in eV/Å.

---

E list, top to bottom, in a.u.: -2741.42798, -71620.74818